1.
{
  "formula": "C3H10NO",
  "method": "ωB97M-V/def2-TZVPD",
  "elements": ["C", "C", "C", "N", "O", "H", "H", "H", "H", "H", "H", "H", "H", "H", "H"],
  "coordinates": [[-1.25636, -1.38296, 0.12113], [-1.52388, 1.09758, 0.23850], [2.42163, 0.20925, -0.25697], [-0.86159, -0.11240, -0.42371], [3.66860, 0.58188, -0.25925], [-0.82132, -1.48387, 1.21919], [-2.39338, -1.44949, 0.27565], [-0.74966, -2.15497, -0.37248], [-1.41787, 1.20415, 1.27403], [-1.30040, 1.95697, -0.37989], [-2.68221, 0.99343, 0.11929], [1.83546, 0.48401, -1.12424], [1.78223, -0.43168, 0.46215], [-0.96532, -0.01183, -1.35931], [4.26406, 0.49993, 0.46590]],
  "energy_ev": -6800.1130,
  "homo_lumo_gap_ev": 5.351,
  "e_homo_ev": -12.5,
  "relative_energy_kcal_mol": 96.8,
  "e_lumo_ev": -7.1801,
  "total_charge": 1
}



2.
{
  "formula": "C8H22InN2O10PS",
  "method": "ωB97M-V/def2-TZVPD",
  "elements": ["In", "P", "O", "O", "O", "O", "S", "O", "O", "O", "O", "C", "C", "C", "O", "C", "N", "H", "H", "H", "H", "H", "H", "H", "H", "H", "H", "H", "C", "C", "C", "O", "C", "N", "H", "H", "H", "H", "H", "H", "H", "H", "H", "H", "H"],
  "coordinates": [[0.44984, -0.42902, -0.76905], [-1.82058, -1.84240, 1.07883], [-1.97187, -1.15024, -0.29645], [-0.32547, -1.98898, 1.34964], [-2.48357, -3.22192, 1.02066], [-2.52423, -0.93999, 2.08658], [0.22396, -3.41660, -2.07507], [0.81706, -3.82027, -3.35841], [-0.68912, -2.22414, -2.29562], [-0.59165, -4.48979, -1.47923], [1.27649, -2.94856, -1.13412], [2.57074, 1.23959, 3.71791], [2.32899, 0.83799, 2.25599], [3.38653, -0.18291, 1.87056], [3.28891, -0.54134, 0.53021], [4.01260, -1.69568, 0.16907], [1.00652, 0.24694, 2.10304], [1.88337, 2.04967, 3.98325], [3.56879, 1.65054, 3.91827], [2.35535, 0.39483, 4.37280], [2.36725, 1.73355, 1.62826], [3.25172, -1.06407, 2.51938], [4.37547, 0.25053, 2.11744], [5.02263, -1.42071, -0.17831], [3.49022, -2.17039, -0.66425], [4.08024, -2.43640, 0.97096], [0.93527, -0.65652, 2.56497], [0.27837, 0.81400, 2.52555], [-3.43986, 2.99311, -0.50467], [-2.53894, 1.77766, -0.74594], [-2.39573, 1.57624, -2.24611], [-1.53617, 0.52425, -2.57510], [-1.69745, -0.05891, -3.84172], [-1.28054, 1.89320, 0.07082], [-3.06263, 3.86746, -1.04883], [-3.61323, 3.17109, 0.55509], [-4.44274, 2.84112, -0.93253], [-3.05622, 0.89380, -0.36703], [-2.12339, 2.51991, -2.76040], [-3.40628, 1.29018, -2.58254], [-2.54048, 0.40362, -4.38707], [-1.97578, -1.10392, -3.70868], [-0.79436, 0.06900, -4.43722], [-0.99787, 2.87257, -0.04026], [-1.66215, 1.89193, 1.01931]],
  "energy_ev": -57403.9833,
  "homo_lumo_gap_ev": 3.871,
  "e_homo_ev": -1.1,
  "relative_energy_kcal_mol": 0.0,
  "e_lumo_ev": 2.7841,
  "total_charge": -2
}



3.
{
  "formula": "C40H72BF9NO21",
  "method": "ωB97M-V/def2-TZVPD",
  "elements": ["C", "C", "C", "C", "C", "O", "B", "C", "N", "O", "C", "C", "C", "C", "F", "F", "C", "F", "F", "C", "F", "F", "C", "F", "F", "F", "C", "C", "C", "O", "H", "H", "H", "H", "H", "H", "H", "H", "H", "H", "H", "H", "H", "H", "H", "H", "H", "H", "H", "H", "H", "H", "H", "H", "C", "C", "O", "C", "O", "O", "C", "H", "H", "H", "H", "H", "H", "H", "H", "C", "C", "O", "C", "O", "O", "C", "H", "H", "H", "H", "H", "H", "H", "H", "C", "C", "O", "C", "O", "O", "C", "H", "H", "H", "H", "H", "H", "H", "H", "C", "C", "O", "C", "O", "O", "C", "H", "H", "H", "H", "H", "H", "H", "H", "C", "C", "O", "C", "O", "O", "C", "H", "H", "H", "H", "H", "H", "H", "H", "C", "C", "O", "C", "O", "O", "C", "H", "H", "H", "H", "H", "H", "H", "H"],
  "coordinates": [[-2.16647, 2.99131, 3.91741], [-1.46348, 3.93057, 2.92620], [-0.44169, 3.27143, 1.96852], [0.94718, 3.88443, 2.19688], [-0.88662, 3.42841, 0.49784], [-0.26190, 4.52173, -0.11469], [-0.67387, 4.43428, -1.55995], [0.54017, 5.00577, -2.49346], [-1.99556, 5.25502, -1.75160], [-0.94407, 2.96285, -1.73382], [-0.66539, 2.28411, -0.51805], [-1.73497, 1.18296, -0.45351], [-1.92308, 0.31350, 0.80229], [-1.09499, -0.95901, 0.90616], [-0.25867, -1.13095, -0.14147], [-1.91117, -2.05638, 0.89958], [-0.19581, -1.13299, 2.15715], [0.41017, -2.33685, 2.06166], [0.75875, -0.19880, 2.16102], [-0.93983, -1.07856, 3.53487], [-2.26744, -1.21267, 3.37614], [-0.70165, 0.10977, 4.10946], [-0.48791, -2.15088, 4.56166], [0.83732, -2.10507, 4.74759], [-1.09353, -1.91323, 5.73413], [-0.83582, -3.38462, 4.16172], [0.78112, 1.80893, -0.57866], [1.07287, 1.00113, -1.81232], [1.70965, 1.60392, -2.97961], [2.43995, 0.69901, -2.09198], [-2.22698, 1.96921, 3.54421], [-1.67076, 2.97598, 4.89057], [-3.19339, 3.31769, 4.09823], [-0.94561, 4.70537, 3.49784], [-2.22337, 4.44393, 2.33442], [-0.33859, 2.20993, 2.21902], [0.94775, 4.93509, 1.91667], [1.19904, 3.80591, 3.26098], [1.72326, 3.35852, 1.64048], [-1.97701, 3.60681, 0.45719], [0.32815, 4.91544, -3.56496], [1.49820, 4.52537, -2.26477], [0.65902, 6.07254, -2.26567], [-1.99592, 5.68936, -2.66911], [-1.95883, 6.01688, -1.08073], [-2.66576, 1.72998, -0.58779], [-1.64952, 0.52855, -1.32330], [-2.95143, -0.05465, 0.79612], [-1.82638, 0.90335, 1.71369], [1.03376, 1.18298, 0.28364], [1.42917, 2.68684, -0.59270], [0.38557, 0.19051, -2.03037], [1.50031, 1.17470, -3.95255], [2.08909, 2.61395, -2.91903], [5.55115, 0.97675, -1.40625], [6.62615, 0.57581, -0.42519], [7.77293, 1.45441, -0.47801], [7.63290, 2.61055, 0.15954], [6.69103, 2.96056, 0.82080], [8.73927, 3.33852, -0.04785], [8.70191, 4.63562, 0.55080], [5.96363, 1.03722, -2.41483], [4.74196, 0.24922, -1.40615], [5.12251, 1.94459, -1.15083], [7.03498, -0.40254, -0.67238], [6.24947, 0.54472, 0.59670], [8.47640, 4.56510, 1.61284], [7.95210, 5.25814, 0.06491], [9.69227, 5.05578, 0.40078], [-8.36366, 1.21402, 1.77287], [-7.29202, 0.33219, 1.16897], [-6.84228, 0.82279, -0.10095], [-5.98652, 1.85651, -0.03975], [-5.57197, 2.35157, 0.97870], [-5.67946, 2.21270, -1.27433], [-4.78348, 3.34075, -1.38085], [-9.19313, 1.33431, 1.07472], [-8.74335, 0.76183, 2.69012], [-7.96355, 2.19786, 2.01193], [-7.68323, -0.66063, 0.95157], [-6.43896, 0.22981, 1.83974], [-3.88707, 3.19083, -0.79084], [-5.28214, 4.25261, -1.05943], [-4.51072, 3.41228, -2.42693], [-3.32015, -4.52353, 1.92816], [-4.21783, -5.44677, 2.71878], [-5.13530, -6.16959, 1.87246], [-4.61595, -7.21106, 1.23175], [-3.49069, -7.62834, 1.33298], [-5.56438, -7.73497, 0.44890], [-5.12908, -8.84528, -0.33929], [-3.91554, -3.84319, 1.31931], [-2.70981, -3.93306, 2.60716], [-2.65783, -5.08604, 1.27145], [-4.86269, -4.88240, 3.38982], [-3.64402, -6.15992, 3.31065], [-4.67965, -9.61181, 0.28846], [-4.40697, -8.52082, -1.08690], [-6.02263, -9.22771, -0.82341], [3.27310, 5.61351, -8.27550], [1.99192, 4.81294, -8.35371], [1.00109, 5.30133, -7.43735], [0.35171, 6.39746, -7.81807], [0.48772, 6.97905, -8.86708], [-0.48569, 6.74027, -6.84381], [-1.22919, 7.93648, -7.07840], [3.64442, 5.63107, -7.25064], [4.03207, 5.15908, -8.91342], [3.11122, 6.63845, -8.60610], [2.15744, 3.78327, -8.04322], [1.58038, 4.81113, -9.36308], [-1.75311, 7.88541, -8.03084], [-0.56764, 8.80165, -7.07099], [-1.93734, 8.00149, -6.25826], [-0.31578, -6.64030, 5.53564], [0.71479, -5.68499, 6.09347], [0.68402, -5.63965, 7.53434], [1.26970, -6.65847, 8.15195], [1.84223, -7.58211, 7.63186], [1.12235, -6.48773, 9.46950], [1.68120, -7.53453, 10.26552], [-1.30876, -6.38466, 5.90823], [-0.32608, -6.57620, 4.44724], [-0.09129, -7.66738, 5.81946], [0.50082, -4.66572, 5.78766], [1.72135, -5.93904, 5.76311], [2.72683, -7.69600, 10.01225], [1.12672, -8.46059, 10.12044], [1.58842, -7.20007, 11.29438], [2.20073, -2.98749, -2.21040], [2.00477, -2.99295, -3.70739], [3.26129, -3.01390, -4.41815], [3.86400, -4.19168, -4.48375], [3.45295, -5.24074, -4.05521], [5.02849, -4.02994, -5.12452], [5.81042, -5.21937, -5.23312], [2.83228, -2.14659, -1.92167], [1.23688, -2.87550, -1.71279], [2.66086, -3.91363, -1.86709], [1.52779, -2.07210, -4.03617], [1.39895, -3.83735, -4.03576], [5.23187, -6.02358, -5.68323], [6.16366, -5.53450, -4.25216], [6.65279, -4.95858, -5.86708]],
  "energy_ev": -112274.7322,
  "homo_lumo_gap_ev": 6.732,
  "e_homo_ev": -4.8,
  "relative_energy_kcal_mol": 0.0,
  "e_lumo_ev": 1.9733,
  "total_charge": -1
}